(1)
Molecular formula: C8H9
Method: DFT, ωB97M-V/def2-TZVPD

The geometry in ORCA input format:
```
! wB97M-V def2-TZVPD RIJCOSX def2/J DEFGRID3
* xyz 0 2
C 1.08 -1.55 0.03
C 0.95 -2.67 0.98
H 0.86 -1.79 -1.01
H 2.00 -0.97 0.13
H 1.49 -2.78 1.89
H 0.39 -3.57 0.79
C 0.65 0.93 0.57
C -0.12 2.15 0.45
C -1.26 2.22 -0.34
C -1.62 1.07 -1.04
C -0.85 -0.15 -0.93
C 0.25 -0.24 -0.08
H 1.54 0.98 1.18
H 0.18 3.05 0.99
H -1.86 3.17 -0.42
H -2.49 1.13 -1.68
H -1.18 -0.99 -1.54
*
```

Computed properties:
Gap between HOMO and LUMO (alpha / beta) = 0.339 / 0.340 hartree
E_HOMO (alpha / beta) = -0.300 / -0.333 Ha

---

(2)
Molecular formula: C20H23F13N6O3S
Method: DFT, ωB97M-V/def2-TZVPD

The geometry in ORCA input format:
```
! wB97M-V def2-TZVPD RIJCOSX def2/J DEFGRID3
* xyz 0 1
O -2.26 3.53 6.14
S -2.04 3.12 4.78
O -3.09 1.83 4.59
O -2.64 4.43 3.83
C -2.87 4.08 2.49
C -1.59 3.58 1.76
C -1.85 3.59 0.26
F -3.09 3.12 -0.04
F -1.89 4.91 -0.12
C -0.76 2.95 -0.63
F -1.19 2.99 -1.91
F 0.30 3.79 -0.59
C -0.20 1.56 -0.24
F 0.56 1.68 0.87
F 0.67 1.18 -1.21
C -1.18 0.38 0.02
F -2.15 0.66 0.91
F -0.43 -0.58 0.62
C -1.83 -0.30 -1.24
F -1.31 -1.54 -1.38
F -1.61 0.33 -2.41
C -3.38 -0.52 -1.13
F -3.69 -1.38 -0.17
F -3.74 -1.12 -2.29
F -4.06 0.62 -1.06
H -3.67 1.93 3.81
H -3.71 3.39 2.36
H -3.18 5.01 1.98
H -0.82 4.31 2.01
H -1.28 2.62 2.16
C 0.55 -0.96 3.80
C -0.16 0.28 4.07
N -0.73 1.26 4.29
H 0.80 -1.01 2.74
H 1.47 -1.01 4.38
H -0.07 -1.82 4.05
C -1.75 -2.79 -4.20
C -1.26 -4.07 -4.71
N -0.88 -5.08 -5.11
H -2.44 -2.95 -3.38
H -0.91 -2.19 -3.85
H -2.26 -2.25 -5.00
C 2.15 -6.03 -6.25
C 2.71 -6.15 -7.60
N 3.16 -6.25 -8.65
H 2.22 -6.98 -5.73
H 2.69 -5.27 -5.69
H 1.10 -5.74 -6.31
C 2.42 5.88 1.98
C 1.27 5.80 2.87
N 0.36 5.73 3.57
H 3.05 6.72 2.27
H 3.00 4.96 2.04
H 2.08 6.02 0.95
C 3.65 -3.84 2.72
C 2.69 -3.67 3.82
N 1.95 -3.53 4.68
H 4.52 -4.38 3.07
H 3.18 -4.39 1.91
H 3.96 -2.86 2.35
C 2.90 -2.11 -2.65
C 3.52 -2.38 -1.35
N 4.00 -2.59 -0.34
H 3.45 -1.33 -3.17
H 2.92 -3.01 -3.26
H 1.87 -1.79 -2.51
*
```

Computed properties:
Gap between HOMO and LUMO = 0.314 hartree
E_HOMO = -0.323 Ha

---

(3)
Molecular formula: H22O11
Method: DFT, ωB97M-V/def2-TZVPD

The geometry in ORCA input format:
```
! wB97M-V def2-TZVPD RIJCOSX def2/J DEFGRID3
* xyz 0 1
O 0.21 -0.94 -0.48
H 0.81 -0.36 0.00
H -0.37 -1.29 0.20
O 2.03 -0.81 2.94
H 1.69 -1.07 2.08
H 1.36 -0.21 3.28
O -1.45 -1.07 -3.46
H -2.30 -0.63 -3.37
H -0.89 -0.64 -2.80
O -2.66 -2.61 -1.61
H -2.98 -2.02 -2.30
H -3.39 -3.23 -1.48
O -2.82 1.63 -1.36
H -2.52 1.25 -0.53
H -2.69 2.58 -1.25
O 1.28 -0.23 -4.60
H 1.48 -1.08 -5.00
H 1.59 -0.32 -3.69
O 1.73 2.91 -0.60
H 1.21 2.41 0.04
H 1.98 3.71 -0.13
O -3.29 -0.73 1.16
H -4.14 -1.14 0.95
H -3.42 0.20 0.96
O 3.64 0.11 3.89
H 3.48 0.38 2.97
H 4.16 0.84 4.25
O 4.34 1.81 -1.03
H 4.64 2.11 -0.16
H 4.03 2.61 -1.46
O -2.59 -1.47 4.38
H -1.90 -2.10 4.15
H -2.25 -0.62 4.08
*
```

Computed properties:
Gap between HOMO and LUMO = 0.367 hartree
E_HOMO = -0.387 Ha
Structure (SMILES) = O.O.O.O.O.O.O.O.O.O.O
ΔE to the lowest compared entry with this formula, charge and spin = 89.0 kcal/mol

---

(4)
Molecular formula: C27H49BBrFN3O11S2
Method: DFT, ωB97M-V/def2-TZVPD

The geometry in ORCA input format:
```
! wB97M-V def2-TZVPD RIJCOSX def2/J DEFGRID3
* xyz -1 1
C 2.05 -0.23 7.98
C 1.97 -0.30 6.46
O 3.21 -0.69 5.91
C 3.48 -0.17 4.61
C 2.39 -0.46 3.58
C 1.54 0.76 3.16
C 0.32 0.29 2.35
C -0.07 1.27 1.24
C -0.37 0.56 -0.09
N -1.35 -0.53 0.16
N -2.50 -0.16 0.90
C -1.71 -1.36 -1.11
C -1.67 -2.83 -0.67
C -2.75 -3.20 0.36
C -2.18 -3.53 1.76
S -3.36 -3.02 3.08
N -3.07 -1.05 -1.46
C -3.66 -1.68 -2.30
O -4.23 -2.27 -3.10
C -0.69 -1.05 -2.24
C 0.62 -1.85 -2.02
C 0.66 -3.20 -2.76
C 2.11 -3.60 -3.10
C 2.73 -4.32 -1.95
O 3.57 -3.87 -1.24
O 2.26 -5.61 -1.76
C -0.53 0.49 -2.56
Br 1.24 0.79 -3.42
B -1.56 0.82 -3.78
C -1.14 1.22 -5.25
O -2.93 0.72 -3.59
C -0.70 1.46 -1.30
C 0.34 2.58 -1.32
C 0.18 3.82 -0.38
C 1.50 3.95 0.36
F 2.34 4.64 -0.49
C -2.09 2.09 -1.21
O -2.21 3.23 -2.08
C -3.46 3.50 -2.52
C -3.61 3.76 -3.98
O -4.41 3.56 -1.77
H 3.09 -0.27 8.28
H 1.52 -1.07 8.43
H 1.58 0.68 8.35
H 1.19 -0.99 6.11
H 1.71 0.69 6.07
H 3.73 0.89 4.64
H 4.37 -0.69 4.29
H 1.73 -1.27 3.88
H 2.88 -0.80 2.66
H 2.18 1.35 2.50
H 1.24 1.36 4.02
H -0.52 0.06 3.03
H 0.62 -0.67 1.91
H -0.87 1.93 1.54
H 0.83 1.84 1.04
H 0.62 0.17 -0.34
H -0.86 -1.22 0.74
H -2.56 0.83 1.07
H -2.62 -0.71 1.74
H -1.70 -3.49 -1.53
H -0.72 -3.06 -0.19
H -3.26 -4.11 0.01
H -3.53 -2.45 0.47
H -1.27 -2.97 1.98
H -2.05 -4.60 1.87
H -4.48 -2.94 2.36
H -1.14 -1.49 -3.13
H 1.51 -1.33 -2.35
H 0.81 -1.99 -0.95
H 0.06 -3.14 -3.67
H 0.30 -3.99 -2.10
H 2.71 -2.75 -3.39
H 2.06 -4.27 -3.97
H 1.75 -5.62 -0.94
H -0.63 2.18 -5.28
H -2.03 1.33 -5.88
H -0.53 0.46 -5.73
H -3.30 0.26 -4.35
H 0.37 3.04 -2.30
H 1.32 2.15 -1.08
H -0.60 3.81 0.38
H 0.01 4.73 -0.96
H 1.37 4.56 1.26
H 1.90 2.97 0.61
H -2.23 2.44 -0.19
H -2.92 1.42 -1.39
H -2.65 3.89 -4.47
H -4.27 4.59 -4.16
H -4.06 2.86 -4.42
O 4.09 2.13 1.00
S 5.03 2.17 -0.19
O 5.84 3.41 -0.12
O 4.19 2.17 -1.43
O 5.90 0.97 -0.16
*
```

Computed properties:
Gap between HOMO and LUMO = 0.106 hartree
E_HOMO = -0.072 Ha

---

(5)
Molecular formula: C2H2N2O
Method: DFT, ωB97M-V/def2-TZVPD

The geometry in ORCA input format:
```
! wB97M-V def2-TZVPD RIJCOSX def2/J DEFGRID3
* xyz 0 1
C -1.81 0.04 0.23
C 1.40 0.03 -0.10
N -1.06 -0.89 0.31
N 0.60 -0.74 -0.64
O -2.73 0.80 0.18
H 1.25 0.73 0.63
H 2.35 0.03 -0.61
*
```

Computed properties:
Gap between HOMO and LUMO (alpha / beta) = 0.337 / 0.337 hartree
E_HOMO (alpha / beta) = -0.385 / -0.385 Ha
ΔE to the lowest compared entry with this formula, charge and spin = 78.1 kcal/mol

---

(6)
Molecular formula: C23H16BaBrF6N4OPSe3Te
Method: DFT, ωB97M-V/def2-TZVPD

The geometry in ORCA input format:
```
! wB97M-V def2-TZVPD RIJCOSX def2/J DEFGRID3
* xyz -1 2
Ba 2.05 0.36 0.94
C 1.69 -1.55 -3.68
C 1.84 -0.58 -2.68
N 1.10 -0.55 -1.59
C 0.14 -1.49 -1.41
C -0.07 -2.52 -2.35
C 0.74 -2.52 -3.51
C -1.06 -3.51 -2.14
C -1.82 -3.44 -1.00
C -1.64 -2.42 -0.05
C -0.68 -1.41 -0.21
N -0.51 -0.35 0.61
C -1.00 -0.36 1.91
C -0.82 -1.41 2.79
C -1.19 -1.32 4.14
C -1.76 -0.18 4.64
C -1.98 0.92 3.78
C -2.58 2.12 4.23
C -2.80 3.14 3.36
C -2.39 2.97 2.02
N -1.81 1.88 1.56
C -1.60 0.85 2.42
H 2.33 -1.53 -4.55
H 2.60 0.18 -2.78
H 0.61 -3.30 -4.25
H -1.20 -4.30 -2.87
H -2.58 -4.19 -0.81
H -2.27 -2.40 0.82
H -0.35 -2.31 2.42
H -1.01 -2.16 4.80
H -2.04 -0.10 5.68
H -2.87 2.20 5.27
H -3.24 4.07 3.67
H -2.52 3.78 1.30
Se 2.13 2.07 3.87
Se 1.03 4.08 3.49
Te 1.19 3.94 1.00
Se -0.08 5.75 0.10
O -1.51 1.40 -4.98
C -0.82 1.77 -3.88
C -1.33 1.65 -2.59
C -0.53 2.03 -1.53
N 0.71 2.51 -1.69
C 1.15 2.63 -2.92
Br 2.92 3.31 -3.10
C 0.45 2.29 -4.06
H -2.35 1.01 -4.71
H -2.32 1.24 -2.40
H -0.90 1.93 -0.51
H 0.87 2.41 -5.05
F 2.70 -2.13 1.73
P 4.04 -2.70 0.92
F 4.94 -2.15 2.13
F 3.87 -4.12 1.63
F 3.08 -3.15 -0.28
F 5.33 -3.16 0.11
F 4.14 -1.18 0.22
*
```

Computed properties:
Gap between HOMO and LUMO (alpha / beta) = 0.240 / 0.184 hartree
E_HOMO (alpha / beta) = -0.164 / -0.163 Ha
ΔE to the lowest compared entry with this formula, charge and spin = 14.1 kcal/mol